Below is a cluster of 2 separate species, C2H8O2 in total, with properties calculated with the ωB97M-V functional and the def2-TZVPD basis.

The geometry in XYZ format:
```
12
Properties=species:S:1:pos:R:3:forces:R:3
C 1.38303 -1.61786 -1.36692 -0.065 0.139 -0.313
O 0.64363 -0.40818 -1.18603 0.439 0.286 0.046
H 1.29625 0.28179 -0.99861 -0.302 -0.155 -0.053
H 1.76634 -1.97953 -0.41093 0.037 -0.116 -0.059
H 2.21453 -1.46807 -2.07638 -0.229 -0.111 0.259
H 0.69642 -2.35088 -1.79640 0.115 0.077 0.151
C -1.32910 1.38252 1.64963 -0.124 -0.659 -0.176
O -1.91862 0.84172 0.46121 0.330 0.339 0.425
H -1.20398 0.81576 -0.18457 -0.159 -0.330 -0.167
H -0.88647 2.35771 1.44358 -0.075 0.136 0.245
H -2.10410 1.43797 2.41783 0.031 0.249 -0.237
H -0.55791 0.70705 2.04759 0.002 0.144 -0.121
```
Positions in Å, forces in eV/Å.

The SMILES is CO.CO. Its orbital gap is 0.39590 Ha. Its total energy is -6297.70403 eV. The calculation puts the LUMO energy at 0.711 eV. The value obtained for the max |F| is 0.69 eV/Å. The value obtained for the energy above the lowest of the compared OMol25 structures with the same formula, charge and spin is 16.3 kcal per mole. The multiplicity is 1. The HOMO energy comes out at -10.062 eV.

natural (NBO) population analysis, charges in e, atoms 1 to 4:
1. C -0.25
2. O -0.73
3. H 0.46
4. H 0.17